{
  "formula": "C3H6N4",
  "method": "the ωB97M-V functional and the def2-TZVPD basis",
  "symbols": ["C", "N", "N", "C", "N", "C", "N", "H", "H", "H", "H", "H", "H"],
  "coordinates": [[1.46255, 0.83375, -0.05683], [-1.31645, -0.49626, -0.79069], [0.46396, -0.14863, 0.38888], [-0.97451, 0.17542, 0.30613], [-1.51462, 0.70061, 1.33348], [0.15501, -1.36030, -0.88146], [0.72125, -2.18990, -1.47497], [-2.27738, -0.77920, -0.91686], [0.70268, -0.55829, 1.29134], [-2.52892, 0.62697, 1.30698], [1.55531, 1.59824, 0.71444], [2.40413, 0.31187, -0.22414], [1.14699, 1.28572, -0.99629]],
  "forces_ev_per_a": [[-0.12, 0.11, 0.28], [2.08, -1.19, -0.62], [0.15, -0.32, -1.21], [0.53, -0.47, 2.41], [-0.03, -0.01, -0.62], [-2.82, 1.55, 0.12], [0.18, 0.13, 0.27], [0.12, -0.30, -0.35], [-0.14, 0.14, -0.15], [-0.01, 0.32, -0.17], [0.19, 0.07, -0.13], [-0.04, 0.05, 0.10], [-0.11, -0.10, 0.08]],
  "e_tot_ev": -9165.4078,
  "homo_lumo_gap_ev": 9.4179,
  "de_lowest_kj_mol": 332.71
}